(1)
Here is a 6-piece molecular cluster, C18H46BN5O11P2S overall from OMol25. Energies are from the ωB97M-V functional and the def2-TZVPD basis.

Its net charge is 0.

CARTESIAN COORDINATES (ANGSTROEM)
C1 4.42651 2.59373 2.58121
S1 3.00007 3.19746 1.71231
O1 2.27163 4.13887 2.51149
O2 3.50767 3.78962 0.49223
B1 1.91361 1.80611 1.08509
C2 2.18043 0.31046 1.31847
C3 1.13511 -0.33628 2.23079
O3 0.02892 -0.77549 1.45439
P1 0.39779 2.37213 0.06391
P2 -1.22024 2.61528 1.48973
O4 -2.22394 1.58917 1.26986
O5 -1.79666 4.05104 1.26801
O6 -0.71037 2.48261 2.99825
H1 5.11244 2.18620 1.85703
H2 4.88373 3.46543 3.02727
H3 4.16285 1.87896 3.34798
H4 2.08453 -0.19617 0.36378
H5 3.17247 0.07793 1.68865
H6 1.60291 -1.21787 2.65207
H7 0.83038 0.29145 3.06545
H8 -0.80225 -0.43057 1.81258
H9 0.67890 3.68971 -0.35255
H10 -1.07503 4.71070 1.27852
H11 -1.11182 1.65165 3.31156
C4 -3.43563 7.95779 4.97101
N1 -3.24351 7.28625 3.70293
C5 -4.38154 6.66334 3.03924
C6 -2.04824 7.21001 3.10704
O7 -1.85238 6.65929 2.03632
H12 -3.81898 7.25424 5.71281
H13 -4.15068 8.77474 4.85688
H14 -2.49121 8.36381 5.32704
H15 -4.18610 5.59686 2.91335
H16 -4.52775 7.10491 2.05857
H17 -5.28077 6.80337 3.63157
H18 -1.23995 7.69727 3.67869
C7 2.42835 -6.44062 1.64257
N2 1.99681 -5.05972 1.68694
C8 0.62463 -4.72684 1.34210
C9 2.81406 -4.06281 2.02599
O8 2.47897 -2.88638 2.04324
H19 2.30419 -6.82898 0.63050
H20 1.83366 -7.04076 2.33487
H21 3.47666 -6.51426 1.92291
H22 0.62231 -4.03688 0.50834
H23 0.14006 -4.23679 2.18744
H24 0.07795 -5.62752 1.07751
H25 3.83422 -4.39366 2.28029
C10 0.56912 -2.29792 -3.20855
N3 1.27267 -3.55514 -3.04489
C11 1.54300 -4.38652 -4.21371
C12 1.68526 -3.97997 -1.84615
O9 2.27951 -5.02671 -1.63255
H26 -0.41867 -2.47548 -3.63817
H27 1.13057 -1.64019 -3.87487
H28 0.44920 -1.80430 -2.24588
H29 1.07577 -5.36287 -4.08321
H30 2.60817 -4.53112 -4.32436
H31 1.14462 -3.90719 -5.10426
H32 1.43720 -3.27260 -1.03830
C13 -6.73102 6.05578 -2.33408
N4 -6.46392 6.22629 -0.92042
C14 -5.86149 5.13068 -0.17352
C15 -6.75195 7.36634 -0.27159
O10 -6.54728 7.55600 0.91341
H33 -7.41922 5.22220 -2.48793
H34 -5.80191 5.84952 -2.86877
H35 -7.17773 6.95971 -2.74197
H36 -6.52167 4.82758 0.63968
H37 -4.91220 5.44807 0.25804
H38 -5.69133 4.28693 -0.83616
H39 -7.19879 8.13652 -0.92389
C16 3.72988 -9.67298 -5.14609
N5 3.91992 -8.26385 -4.86951
C17 4.73438 -7.86099 -3.73251
C18 3.36635 -7.30330 -5.62631
O11 3.50196 -6.11142 -5.42392
H40 3.25208 -10.16132 -4.29442
H41 4.69307 -10.15210 -5.33279
H42 3.09891 -9.80033 -6.02281
H43 4.13939 -7.26202 -3.04146
H44 5.57344 -7.25381 -4.07275
H45 5.10839 -8.74450 -3.22185
H46 2.75951 -7.69783 -6.45967

---

(2)
Here is a 5-piece molecular cluster, C18H46BrNO18P4 overall from OMol25. Energies are from the ωB97M-V functional and the def2-TZVPD basis.

Its net charge is 0.

CARTESIAN COORDINATES (ANGSTROEM)
C1 8.67750 2.06250 -0.69366
O1 7.96044 2.50455 -1.82510
C2 7.09882 3.58057 -1.50643
C3 5.61780 3.19127 -1.61411
N1 4.79251 4.01759 -0.72730
C4 3.58872 3.26811 -0.47800
O2 2.54341 3.79858 -0.25222
C5 3.88864 1.77159 -0.53733
C6 5.34008 1.76420 -1.09780
Br1 5.30391 0.65484 -2.72006
H1 9.46034 2.77174 -0.40741
H2 8.03568 1.92030 0.17913
H3 9.14971 1.11372 -0.93198
H4 7.27675 3.95013 -0.49180
H5 7.32617 4.39553 -2.19268
H6 5.27355 3.37130 -2.62644
H7 5.24655 4.16858 0.16951
H8 3.86264 1.49477 0.51850
H9 3.23438 1.12410 -1.11690
H10 5.96860 1.44287 -0.27694
C7 -2.85918 3.17180 -0.30465
O3 -3.40349 4.45487 0.05426
P1 -2.33503 5.62985 0.53630
O4 -3.23606 6.62293 1.14374
O5 -1.89928 5.99231 -0.98812
C8 -2.89342 6.41469 -1.91284
O6 -0.87985 6.02234 1.13100
C9 0.32893 5.79606 0.37235
H11 -3.64781 2.59734 -0.78517
H12 -2.02491 3.27978 -1.00447
H13 -2.52132 2.63841 0.58518
H14 -3.73242 6.89326 -1.40846
H15 -3.25080 5.56308 -2.49522
H16 -2.42949 7.12565 -2.59399
H17 0.46576 6.60547 -0.34133
H18 0.30593 4.84545 -0.14767
H19 1.16667 5.79857 1.06385
C10 -2.05842 -0.96370 -1.44690
O7 -0.88778 -0.12824 -1.56515
P2 0.46515 -0.79771 -2.28281
O8 1.42571 0.24504 -1.83856
O9 -0.14158 -0.53958 -3.77272
C11 -0.61164 0.75740 -4.12392
O10 1.55723 -1.86408 -2.87781
C12 1.26759 -2.71369 -4.00177
H20 -2.89370 -0.32906 -1.15775
H21 -2.29565 -1.44419 -2.40073
H22 -1.90588 -1.72773 -0.68229
H23 -0.10344 1.53481 -3.55388
H24 -1.68881 0.82424 -3.96078
H25 -0.41575 0.90115 -5.18471
H26 1.40552 -2.15129 -4.92280
H27 0.25778 -3.11349 -3.96260
H28 1.97752 -3.53811 -3.98507
C13 -1.51747 -0.88506 3.94940
O11 -1.46243 -2.08523 3.15086
P3 -0.20474 -2.24446 2.08476
O12 -0.67748 -3.36894 1.24919
O13 0.81924 -2.71120 3.25852
C14 0.49993 -3.84714 4.05715
O14 1.00971 -1.63725 1.19903
C15 2.15611 -1.01500 1.80664
H29 -2.26592 -1.03416 4.72284
H30 -0.55298 -0.68703 4.42506
H31 -1.80463 -0.03162 3.33516
H32 -0.13573 -4.54947 3.51891
H33 0.00461 -3.53206 4.97686
H34 1.43481 -4.33700 4.32104
H35 2.85566 -1.78451 2.12448
H36 1.88162 -0.39192 2.65403
H37 2.63089 -0.39912 1.04636
C16 -6.76756 -3.93785 0.95308
O15 -6.75038 -5.37590 0.91786
P4 -5.28712 -6.11993 0.67689
O16 -5.70353 -7.49292 0.34754
O17 -4.82882 -5.93294 2.22777
C17 -5.63469 -6.48705 3.25968
O18 -3.76296 -6.04710 0.13295
C18 -2.76178 -5.21471 0.76693
H38 -7.74185 -3.62406 1.31913
H39 -5.99670 -3.55246 1.62771
H40 -6.61500 -3.52999 -0.04699
H41 -6.19655 -7.35209 2.90850
H42 -6.32335 -5.73241 3.64503
H43 -4.97232 -6.79191 4.06805
H44 -2.36388 -5.72786 1.63866
H45 -3.16483 -4.25123 1.06058
H46 -1.95417 -5.05885 0.06078

---

| no. | gap between HOMO and LUMO (hartree) | total energy (hartree) | E_LUMO (eV) |
| --- | --- | --- | --- |
| 1 | 0.31222 | -2920.6707 | -0.465 |
| 2 | 0.30851 | -6061.9647 | -1.295 |